1.
ORCA calculation (ωB97M-V/def2-TZVPD) on a structure of composition C31H53AgO19 in a non-equilibrium geometry.

Last column: Mulliken spin population.
CARTESIAN COORDINATES (ANGSTROEM)
H: -10.853 -36.614 -8.165  0.000
C: -12.914 -36.218 -7.464  0.000
H: -24.673 -45.988 -13.514  0.000
H: -9.698 -36.681 -6.269  0.000
C: -13.877 -46.723 -7.485  0.000
H: -16.965 -30.306 -14.197  0.000
H: -15.114 -40.071 -13.456  0.000
O: -12.239 -32.871 -8.278  0.000
H: -14.547 -45.737 -9.350  0.000
C: -28.403 -37.425 -10.995  0.000
H: -26.128 -41.178 -2.180  0.000
H: -17.045 -33.525 -12.186  0.000
H: -27.121 -39.776 -10.118  0.000
O: -12.804 -42.407 -8.088  0.000
C: -14.321 -45.497 -8.311  0.000
C: -17.770 -30.971 -14.510  0.000
H: -20.978 -39.763 -7.855  0.002
H: -25.437 -39.142 -10.425  0.000
H: -19.414 -33.831 -4.088  0.000
C: -22.449 -34.718 -1.888  0.000
H: -15.852 -41.558 -12.954  0.000
H: -26.454 -39.393 -5.619  0.000
H: -16.119 -32.025 -12.558  0.000
C: -23.558 -44.926 -11.946  0.000
H: -20.841 -39.891 -9.637  0.001
C: -23.199 -45.066 -10.435  0.000
H: -10.960 -35.903 -5.180  0.000
O: -19.059 -32.407 -13.021  0.000
C: -26.485 -39.132 -10.724  0.000
H: -26.523 -39.450 -11.766  0.000
H: -25.761 -39.046 -3.962  0.000
H: -18.219 -38.109 -14.080  0.000
O: -22.366 -45.211 -12.554  0.000
H: -19.628 -40.522 -8.485  0.001
O: -18.102 -39.168 -15.782  0.000
C: -17.943 -32.108 -13.501  0.000
O: -26.220 -36.687 -10.502  0.000
H: -24.818 -39.856 -5.240  0.000
C: -17.538 -38.842 -14.513  0.000
C: -26.109 -41.136 -4.352  0.000
C: -16.051 -40.496 -13.096  0.000
O: -20.120 -45.462 -11.999  0.000
H: -23.381 -44.105 -9.955  0.000
H: -28.633 -37.736 -12.015  0.000
H: -13.222 -37.004 -8.154  0.000
H: -19.036 -38.241 -7.974  0.090
H: -27.626 -40.550 -3.031  0.000
H: -16.064 -40.082 -12.087  0.000
C: -17.867 -40.383 -16.083  0.000
O: -22.278 -35.961 -1.879  0.000
H: -21.723 -37.157 -3.492  0.000
H: -14.473 -47.615 -7.678  0.000
O: -21.654 -34.190 -2.737  0.000
C: -19.647 -38.369 -8.867  -0.019
H: -25.626 -45.726 -12.050  0.000
H: -28.513 -36.343 -10.921  0.000
C: -19.498 -34.795 -3.586  0.000
C: -13.524 -43.403 -8.059  0.000
H: -16.551 -38.387 -14.591  0.000
H: -15.425 -44.970 -6.602  0.000
H: -17.551 -31.267 -15.536  0.000
O: -13.278 -34.880 -7.854  0.000
H: -27.279 -42.273 -3.044  0.000
H: -18.671 -30.358 -14.484  0.000
O: -17.356 -41.044 -15.030  0.000
O: -14.830 -43.378 -7.731  0.000
O: -17.995 -40.855 -17.201  0.000
O: -13.166 -44.697 -8.173  0.000
C: -21.347 -45.363 -11.670  0.000
C: -16.727 -32.833 -12.966  0.000
H: -21.403 -35.315 -4.572  0.001
H: -23.814 -43.902 -12.218  0.000
H: -19.150 -34.657 -2.563  0.000
O: -25.797 -42.060 -5.120  0.000
C: -12.208 -34.066 -7.931  0.000
O: -11.137 -34.786 -7.580  0.000
H: -12.855 -47.051 -7.680  0.000
C: -17.314 -40.178 -13.899  0.000
C: -24.635 -45.981 -12.425  0.000
O: -21.815 -45.301 -10.410  0.000
C: -21.004 -35.143 -3.573  -0.001
C: -25.811 -39.732 -4.807  0.000
H: -24.346 -46.975 -12.085  0.000
C: -10.753 -36.482 -6.081  0.000
H: -29.107 -37.816 -10.261  0.000
C: -20.304 -39.697 -8.709  -0.001
H: -20.421 -36.817 -2.266  0.000
H: -18.861 -38.380 -9.622  0.061
O: -23.149 -34.049 -1.164  0.000
C: -26.821 -41.285 -3.015  0.000
H: -13.369 -36.457 -6.503  0.000
C: -15.330 -44.654 -7.640  0.000
C: -26.975 -37.647 -10.688  0.000
O: -20.497 -37.316 -9.065  0.865
H: -13.906 -46.521 -6.415  0.000
H: -18.876 -35.540 -4.083  0.000
H: -16.263 -33.417 -13.761  0.000
Ag: -22.623 -33.666 -10.471  0.000
H: -11.150 -37.458 -5.801  0.000
H: -23.768 -45.854 -9.943  0.000
H: -18.204 -40.444 -13.329  0.000
C: -21.312 -36.448 -2.773  0.000
C: -11.410 -36.104 -7.380  0.000
H: -16.309 -44.705 -8.118  0.000

Atoms 1-2, force components in eV/Å:
-0.48 -0.53 -0.19
0.07 0.23 0.31

Computed properties:
* orbital gap (spin up / spin down): 4.47 / 4.47 eV
* 2S+1: 2
* total charge: +1
* lowest unoccupied orbital energy (spin up / spin down): -6.91 / -6.91 eV


2.
ORCA calculation (ωB97M-V/def2-TZVPD) on a structure of composition C43H54Cl2F3N4O2Pd in a non-equilibrium geometry.

Last column: Mulliken spin population.
CARTESIAN COORDINATES (ANGSTROEM)
C: 4.033 1.922 -0.207  0.049
H: 1.848 -3.291 3.243  0.001
C: 2.206 4.041 -1.049  0.004
H: 1.547 4.871 -0.775  -0.001
Cl: 1.648 1.521 2.976  0.016
H: 1.399 -2.034 -3.326  0.001
H: -0.908 -0.085 -3.354  -0.002
C: -2.870 -3.807 4.913  -0.002
N: -0.470 -1.949 -2.441  0.002
H: 3.993 5.253 -1.156  0.000
C: -2.838 -3.469 -2.486  -0.002
H: 5.410 -2.888 -2.278  -0.003
H: 1.137 3.623 -2.896  0.003
H: -3.252 -4.377 -2.045  0.000
H: 1.757 2.949 0.750  -0.004
H: 4.732 1.105 -0.361  -0.002
H: 6.105 -3.773 -0.921  -0.003
H: -2.770 -4.888 4.968  0.000
H: 1.361 -2.561 -1.628  0.004
C: 3.056 2.627 -2.914  0.003
C: -2.267 -1.723 3.895  0.007
H: -1.976 -3.736 -3.088  0.000
C: 2.457 -3.826 2.514  0.003
H: 3.031 2.453 -3.991  0.001
C: 5.703 -2.809 -1.229  0.000
H: -3.605 -3.029 -3.128  0.001
H: -2.343 0.938 5.156  0.000
C: -3.441 -2.428 -0.354  -0.002
C: 2.351 -1.686 1.218  0.085
C: -3.814 -1.774 5.724  -0.002
C: 4.056 -3.247 0.638  0.249
H: 3.282 -4.309 3.039  -0.005
H: -4.407 -2.180 -0.798  0.001
C: -4.148 5.123 -5.335  0.002
H: 6.507 -2.074 -1.167  -0.003
H: 3.076 0.499 -2.531  0.012
H: -2.101 -1.364 -3.650  0.000
H: -0.535 -1.421 -4.457  0.001
H: 4.904 3.759 -3.006  0.000
O: -2.064 -0.468 1.856  0.140
C: -3.232 0.460 4.732  0.002
H: -1.614 4.484 -1.503  0.003
H: -4.007 -4.853 7.105  0.000
H: -0.288 -3.335 2.850  -0.003
C: 3.639 4.364 -0.625  0.000
H: 3.683 4.585 0.446  0.000
H: -1.706 -4.033 2.051  0.001
Cl: -1.013 2.605 2.456  0.020
H: 1.535 -1.405 1.874  0.019
C: -4.517 -3.933 6.817  0.000
F: -5.132 5.833 -4.774  0.005
C: -1.712 1.846 -1.415  0.446
H: -1.157 -2.231 0.645  -0.015
H: 1.283 -0.846 -2.016  -0.020
C: -3.672 2.837 -4.368  -0.021
C: -1.092 1.131 -0.572  0.250
H: 1.839 -4.614 2.076  -0.006
C: -3.715 -3.157 5.803  0.004
H: 4.272 -0.566 -1.373  0.025
C: 2.965 -2.896 1.441  -0.027
F: -3.245 5.979 -5.822  0.004
O: -0.229 -0.865 2.975  0.053
H: 1.474 1.216 -2.477  0.004
H: -4.255 2.403 -5.167  0.002
H: 0.630 3.403 3.932  0.000
H: -2.669 5.904 -3.246  0.001
C: -1.481 -0.966 2.870  -0.034
Pd: -0.052 0.108 0.852  1.513
C: 0.976 -1.836 -2.341  -0.006
H: -3.198 0.963 -3.439  0.009
H: 2.510 4.719 -3.083  0.000
C: 4.531 -2.403 -0.368  -0.054
C: -1.181 -2.095 -1.269  0.006
H: -3.557 -3.370 0.188  0.001
C: -3.105 -1.043 4.778  0.004
C: 0.284 2.419 3.651  -0.006
C: 2.791 -0.784 0.212  0.074
C: 2.601 1.557 -0.666  -0.204
C: -1.226 -3.869 3.019  -0.001
C: -2.329 2.630 -2.368  0.009
F: -4.658 4.424 -6.349  0.001
C: -2.771 4.826 -3.273  -0.049
C: 4.498 2.900 -2.465  0.001
H: -0.981 -4.849 3.426  0.000
H: -5.493 -4.211 6.410  0.000
H: 5.131 2.039 -2.707  0.000
C: 2.524 1.376 -2.202  0.045
N: -2.453 -2.552 -1.417  0.028
C: 2.165 3.820 -2.563  -0.007
H: 4.548 -4.201 0.803  0.001
C: 1.728 2.780 -0.325  0.061
C: 3.912 -1.185 -0.568  0.134
H: -4.089 0.795 5.314  0.000
H: -4.464 -1.246 6.416  0.000
C: -3.086 2.039 -3.412  0.077
N: -0.606 -1.862 -0.117  0.140
H: -4.693 -3.344 7.717  0.000
H: -3.346 0.820 3.710  -0.001
C: -3.507 4.220 -4.296  0.124
C: 4.531 3.166 -0.954  -0.002
C: -2.138 -3.112 3.958  0.003
H: 4.002 2.115 0.872  -0.004
H: -3.169 -1.636 0.338  -0.001
H: 5.554 3.372 -0.637  0.002
C: -1.041 -1.160 -3.528  0.003
H: -0.107 1.863 4.491  0.001
H: 0.699 2.571 -0.596  0.017
C: -2.187 4.044 -2.310  0.092
N: 2.078 0.359 0.060  0.723

Atoms 1-2, force components in eV/Å:
-0.07 -0.04 0.01
0.08 0.00 -0.03

Computed properties:
* orbital gap (spin up / spin down): 7.26 / 4.39 eV
* 2S+1: 5
* total charge: +1
* ΔE to the lowest compared entry with this formula, charge and spin: 21.4 kcal per mole
* lowest unoccupied orbital energy (spin up / spin down): -3.11 / -6.11 eV


3.
ORCA calculation (ωB97M-V/def2-TZVPD) on a cluster of 14 separate species, C4H34N2O15 in total in a non-equilibrium geometry.

Last column: natural (NBO) charge in e.
CARTESIAN COORDINATES (ANGSTROEM)
C: -1.374 -1.720 1.822  0.669
O: -3.098 -0.710 -3.279  -0.977
N: -0.119 -0.604 -2.195  -0.782
H: 2.712 -1.937 -1.683  0.524
H: 0.006 -2.144 0.370  0.436
H: -2.443 1.953 -1.284  0.486
H: -2.904 -0.631 2.906  0.232
H: -3.389 2.521 1.102  0.486
H: 1.317 -1.742 2.398  0.503
H: 1.295 1.828 2.025  0.505
H: -3.700 2.546 -1.772  0.477
O: -3.584 3.211 0.414  -0.989
O: 1.852 0.873 -0.836  -0.976
H: 2.248 -2.557 3.274  0.479
H: 0.445 0.136 -2.514  0.409
H: 3.400 -0.579 2.070  0.502
H: -3.478 -1.214 1.494  0.216
C: -1.739 -1.345 -0.640  -0.312
O: 3.961 -0.675 -1.427  -0.951
O: 0.427 -3.145 -3.488  -0.962
C: -0.884 -0.301 -1.146  0.691
O: -0.730 0.762 -0.562  -0.740
O: 1.788 2.689 2.002  -1.012
O: 1.997 -2.568 -1.297  -1.010
H: 4.852 -0.654 -1.549  0.474
H: -3.270 -2.280 2.716  0.253
C: -2.787 -1.477 2.224  -0.715
H: -1.835 -2.141 -1.248  0.223
H: -2.822 3.896 0.300  0.505
H: -0.623 0.948 3.273  0.488
H: 3.178 -1.196 0.678  0.497
O: -0.592 -2.141 2.649  -0.660
H: -0.010 -1.490 -2.658  0.433
H: 2.631 -3.351 -1.055  0.482
H: 2.532 1.050 -0.190  0.483
H: 1.087 -3.163 -4.194  0.479
H: -2.693 0.157 -3.184  0.502
H: 1.315 2.617 -0.906  0.479
O: 0.135 0.641 2.691  -0.926
N: -0.977 -1.739 0.559  -0.601
O: 1.474 3.549 -0.901  -0.979
H: -4.033 -0.733 -3.004  0.479
H: 0.874 -3.133 -2.671  0.491
H: -0.025 3.392 2.349  0.494
H: 2.730 2.601 2.041  0.488
O: -3.125 1.891 -1.904  -0.962
H: -0.402 3.027 0.915  0.471
H: -2.756 -0.998 -0.430  0.243
H: -0.293 0.643 1.917  0.467
O: 2.182 -2.153 2.408  -0.987
H: 1.667 3.732 0.083  0.477
O: -0.708 3.523 1.630  -0.970
O: 3.512 -0.400 1.095  -1.004
H: 1.082 0.581 -0.323  0.494
H: 3.697 0.156 -1.061  0.498

Atoms 1-2, force components in eV/Å:
-0.23 -1.92 0.68
-0.16 -1.15 -0.13

Computed properties:
* orbital gap: 10.14 eV
* 2S+1: 1
* total charge: 0
* ΔE to the lowest compared entry with this formula, charge and spin: 82.8 kcal per mole
* lowest unoccupied orbital energy: 0.07 eV